No. 1
Formula: C13H22N5O4Ru
Source: the Open Molecules 2025 dataset
Level of theory: wB97M-V/def2-TZVPD

Values from the calculation:
* HOMO-LUMO gap (alpha / beta): 9.21 / 6.09 eV
* lowest unoccupied orbital energy (alpha / beta): -6.22 / -9.94 eV
* ⟨S²⟩: 8.77
* multiplicity: 6
* E: -32040.4037 eV
* total charge: +2

Last column: natural (NBO) charge in e.
Positions of all 45 atoms, in Å:
Ru (0.48, 0.42, 0.42)  1.335
N (1.43, 2.57, 0.65)  -0.864
C (0.26, 3.47, 0.60)  -0.240
C (-0.68, 3.12, 1.73)  -0.243
N (-1.14, 1.71, 1.64)  -0.475
C (-1.22, 1.06, 2.96)  -0.248
C (0.15, 0.74, 3.51)  -0.237
N (0.84, -0.23, 2.63)  -0.874
C (-2.42, 1.64, 0.89)  -0.241
C (-2.75, 0.23, 0.45)  -0.241
N (-1.62, -0.32, -0.35)  -0.879
H (2.00, 2.77, 1.47)  0.395
H (2.01, 2.72, -0.17)  0.416
H (-0.23, 3.33, -0.37)  0.209
H (0.53, 4.52, 0.68)  0.234
H (-1.53, 3.80, 1.72)  0.233
H (-0.17, 3.26, 2.68)  0.215
H (-1.78, 0.13, 2.87)  0.211
H (-1.77, 1.69, 3.67)  0.232
H (0.04, 0.36, 4.52)  0.236
H (0.77, 1.63, 3.58)  0.206
H (0.47, -1.16, 2.81)  0.401
H (1.82, -0.27, 2.87)  0.412
H (-2.31, 2.27, 0.01)  0.216
H (-3.24, 2.04, 1.49)  0.229
H (-3.67, 0.25, -0.13)  0.237
H (-2.92, -0.43, 1.29)  0.213
H (-1.64, 0.06, -1.29)  0.402
H (-1.71, -1.33, -0.44)  0.412
O (2.81, 0.57, -3.34)  -0.159
C (1.95, 0.28, -2.48)  0.763
O (1.37, 0.97, -1.62)  -0.711
C (1.65, -1.21, -2.61)  -0.094
C (1.79, -1.99, -1.47)  -0.236
C (1.37, -3.31, -1.52)  -0.190
C (0.87, -3.80, -2.72)  0.166
C (0.80, -3.05, -3.87)  -0.201
C (1.21, -1.72, -3.82)  -0.133
N (0.39, -5.20, -2.74)  0.501
O (-0.08, -5.62, -1.70)  -0.346
O (0.49, -5.79, -3.79)  -0.306
H (2.30, -1.63, -0.59)  0.231
H (1.45, -3.96, -0.66)  0.269
H (0.44, -3.49, -4.79)  0.282
H (1.17, -1.10, -4.71)  0.262

No. 2
Formula: C5H11Cl
Source: the Open Molecules 2025 dataset
Level of theory: wB97M-V/def2-TZVPD

Values from the calculation:
* HOMO-LUMO gap: 11.34 eV
* lowest unoccupied orbital energy: 0.98 eV
* energy relative to the best compared isomer or geometry (same formula, charge and spin): 43.85 kcal per mole
* multiplicity: 1
* E: -17884.1419 eV

Last column: natural (NBO) charge in e.
Positions of all 17 atoms, in Å:
C (-0.86, -1.56, -1.02)  -0.617
C (-0.02, -1.23, 0.13)  -0.417
C (-0.32, 0.02, 1.09)  -0.437
C (0.03, 1.33, 0.46)  -0.154
C (1.27, 1.35, -0.43)  -0.642
Cl (0.01, 2.69, 1.68)  -0.095
H (-2.02, -1.68, -0.70)  0.198
H (-1.08, -0.69, -1.46)  0.195
H (-0.58, -2.35, -1.90)  0.233
H (-0.18, -2.19, 0.73)  0.214
H (1.09, -1.17, -0.22)  0.202
H (0.11, -0.05, 2.13)  0.233
H (-1.43, 0.09, 1.27)  0.218
H (-0.91, 1.65, -0.12)  0.202
H (1.39, 0.44, -1.14)  0.224
H (1.95, 1.08, 0.37)  0.212
H (1.53, 2.28, -0.87)  0.232

No. 3
Formula: C55H44O2P2S2W
Source: the Open Molecules 2025 dataset
Level of theory: wB97M-V/def2-TZVPD

Values from the calculation:
* HOMO-LUMO gap (alpha / beta): 6.00 / 5.43 eV
* lowest unoccupied orbital energy (alpha / beta): -11.61 / -12.17 eV
* ⟨S²⟩: 2.02
* energy relative to the best compared isomer or geometry (same formula, charge and spin): 3.12 kcal per mole
* multiplicity: 3
* E: -103879.9798 eV
* total charge: +4

Last column: Mulliken spin population.
Positions of all 106 atoms, in Å:
W (0.27, 0.05, 0.49)  1.789
O (2.16, -0.69, -0.13)  0.021
S (1.78, 0.06, -1.44)  -0.083
C (2.25, -1.02, -2.75)  0.009
C (3.16, -0.61, -3.71)  -0.002
C (3.55, -1.46, -4.75)  -0.001
C (2.99, -2.72, -4.81)  -0.002
C (3.20, -3.84, -5.77)  0.001
C (2.28, -4.98, -5.27)  0.000
C (1.59, -4.42, -4.07)  -0.001
C (0.65, -4.95, -3.21)  0.000
C (0.16, -4.14, -2.19)  -0.003
C (0.59, -2.83, -1.96)  -0.015
P (-0.33, -2.04, -0.61)  0.026
C (-2.07, -2.25, -1.02)  0.011
C (-2.64, -1.30, -1.88)  -0.015
C (-3.94, -1.48, -2.33)  -0.001
C (-4.65, -2.61, -1.95)  0.002
C (-4.09, -3.55, -1.09)  0.002
C (-2.80, -3.37, -0.61)  0.004
C (0.01, -2.98, 0.90)  0.019
C (1.08, -3.87, 0.99)  0.009
C (1.21, -4.68, 2.11)  0.001
C (0.26, -4.61, 3.13)  0.004
C (-0.80, -3.72, 3.05)  0.000
C (-0.92, -2.89, 1.95)  0.014
C (1.59, -2.28, -2.80)  -0.006
C (2.04, -3.10, -3.84)  0.002
C (2.73, 1.51, -1.53)  -0.004
C (4.12, 1.44, -1.55)  0.016
C (4.90, 2.57, -1.85)  0.004
C (4.25, 3.73, -2.21)  0.002
C (4.77, 5.05, -2.70)  0.000
C (3.51, 5.90, -3.00)  0.000
C (2.36, 5.04, -2.59)  0.000
C (1.00, 5.27, -2.56)  0.000
C (0.17, 4.26, -2.04)  0.001
C (0.64, 3.01, -1.65)  -0.072
P (-0.54, 2.07, -0.63)  0.064
C (-0.57, 3.21, 0.79)  -0.101
C (0.63, 3.28, 1.50)  0.089
C (0.79, 4.23, 2.50)  0.029
C (-0.24, 5.11, 2.78)  0.001
C (-1.43, 5.07, 2.05)  0.001
C (-1.60, 4.12, 1.05)  0.004
C (-2.14, 2.05, -1.45)  0.036
C (-2.25, 2.19, -2.83)  0.005
C (-3.52, 2.22, -3.40)  0.001
C (-4.65, 2.10, -2.60)  -0.001
C (-4.53, 1.93, -1.23)  0.001
C (-3.28, 1.88, -0.65)  -0.004
C (2.02, 2.72, -1.76)  0.003
C (2.84, 3.79, -2.17)  -0.004
H (3.59, 0.38, -3.66)  0.001
H (4.28, -1.12, -5.47)  0.000
H (4.25, -4.14, -5.81)  0.000
H (2.95, -3.54, -6.79)  0.000
H (2.85, -5.88, -5.01)  0.000
H (1.56, -5.30, -6.02)  0.000
H (0.29, -5.96, -3.33)  0.000
H (-0.60, -4.55, -1.54)  0.000
H (-2.06, -0.45, -2.20)  0.017
H (-4.39, -0.76, -2.99)  0.000
H (-5.65, -2.77, -2.32)  0.000
H (-4.65, -4.42, -0.79)  0.000
H (-2.36, -4.09, 0.07)  0.001
H (1.81, -3.94, 0.19)  0.000
H (2.02, -5.39, 2.17)  0.000
H (0.35, -5.28, 3.98)  0.000
H (-1.55, -3.69, 3.82)  0.000
H (-1.77, -2.21, 1.86)  0.007
H (4.61, 0.50, -1.35)  0.000
H (5.98, 2.49, -1.83)  0.000
H (5.40, 4.91, -3.58)  0.000
H (5.41, 5.51, -1.95)  0.000
H (3.44, 6.15, -4.06)  0.000
H (3.51, 6.85, -2.47)  0.000
H (0.57, 6.21, -2.88)  0.000
H (-0.88, 4.48, -1.92)  0.000
H (1.47, 2.64, 1.21)  -0.021
H (1.73, 4.31, 3.03)  0.000
H (-0.12, 5.86, 3.56)  0.000
H (-2.21, 5.78, 2.24)  0.000
H (-2.51, 4.10, 0.47)  0.000
H (-1.37, 2.31, -3.45)  0.000
H (-3.61, 2.34, -4.47)  0.000
H (-5.63, 2.15, -3.06)  0.000
H (-5.42, 1.85, -0.62)  0.000
H (-3.17, 1.72, 0.42)  -0.003
C (1.76, -0.27, 3.41)  0.059
S (0.27, 0.76, 3.49)  0.020
O (-0.57, 0.13, 2.26)  0.068
C (-0.43, 0.25, 5.01)  0.010
C (-0.87, 1.31, 5.81)  -0.002
C (-1.35, 1.05, 7.08)  0.000
C (-1.41, -0.26, 7.53)  0.000
C (-0.99, -1.31, 6.72)  0.000
C (-0.49, -1.07, 5.46)  -0.001
H (1.60, -1.22, 3.91)  0.006
H (2.56, 0.27, 3.91)  0.007
H (2.05, -0.42, 2.37)  -0.023
H (-0.82, 2.33, 5.43)  0.000
H (-1.67, 1.87, 7.71)  0.000
H (-1.78, -0.46, 8.53)  0.000
H (-1.05, -2.33, 7.09)  0.000
H (-0.15, -1.89, 4.85)  0.001

No. 4
Formula: C3H12N2OS
Source: the Open Molecules 2025 dataset
Level of theory: wB97M-V/def2-TZVPD

Values from the calculation:
* HOMO-LUMO gap: 10.17 eV
* lowest unoccupied orbital energy: 0.73 eV
* energy relative to the best compared isomer or geometry (same formula, charge and spin): 12.67 kcal per mole
* multiplicity: 1
* E: -19168.1915 eV

Last column: natural (NBO) charge in e.
Positions of all 19 atoms, in Å:
N (1.47, 0.83, -2.00)  -0.822
C (0.12, 1.12, -1.42)  -0.227
C (-0.13, 0.33, -0.15)  -0.086
N (-0.25, -1.14, -0.32)  -0.853
C (-1.29, 0.98, 0.62)  -0.521
S (-1.51, 0.37, 2.34)  -0.054
H (1.37, 1.00, -3.00)  0.351
H (1.46, -0.20, -2.03)  0.362
H (-0.70, 0.89, -2.13)  0.168
H (0.16, 2.19, -1.19)  0.192
H (0.86, 0.34, 0.34)  0.197
H (-1.21, -1.45, -0.42)  0.349
H (-0.04, -1.58, 0.58)  0.367
H (-2.21, 0.67, 0.07)  0.220
H (-1.12, 2.05, 0.62)  0.228
H (-0.62, 1.16, 2.96)  0.127
O (2.61, -2.43, -1.24)  -0.949
H (1.72, -2.75, -1.07)  0.480
H (2.79, -1.70, -0.64)  0.471